1.
Here is C16H30BBr6CrMnN6O24S as an isolated structure from the OMol25 dataset. Energies are from ωB97M-V/def2-TZVPD.

Values from the calculation:
- Charge: +1
- HOMO energy (spin up / spin down): -11.14 / -11.14 eV
- HOMO-LUMO gap (spin up / spin down): 6.4 / 6.6 eV
- Spin multiplicity: 10
- Expectation value of S²: 24.77

Atoms and positions in Å:
Mn  -1.7521  -2.7759  4.0454
Cr  -0.5736  -5.2714  1.0178
O  -0.2190  -3.1484  0.5362
C  -0.2943  -1.9643  0.3394
O  0.0539  -1.2784  -0.7034
B  -0.1119  0.1511  -0.3846
O  -0.5049  0.1956  1.0548
C  -0.7281  -0.9932  1.4468
O  -1.2075  -1.3346  2.5126
O  -1.1340  0.8624  -1.1698
C  -0.6221  1.9334  -1.7737
O  -1.1959  2.7354  -2.4361
C  0.8659  2.0353  -1.3258
O  1.1178  0.9503  -0.6395
O  1.5722  2.9734  -1.5092
S  -2.7169  -4.6212  2.4348
O  -3.3360  -3.3678  2.8462
O  -2.5415  -4.9179  0.9872
O  -1.2915  -4.2728  2.7072
O  -3.0668  -5.7634  3.2467
Br  -3.2138  1.5631  2.3624
C  -4.2593  0.5286  1.0213
C  -5.6376  1.1193  0.9780
Br  -6.8890  -0.0762  0.0518
H  -4.3656  -0.4958  1.3710
H  -3.7826  0.6046  0.0478
H  -5.6817  2.0979  0.5064
H  -6.0427  1.2520  1.9784
Br  0.9904  0.7345  -4.4870
C  2.5718  -0.4161  -4.3257
C  2.3827  -1.2048  -3.0360
Br  3.9716  -2.3195  -2.6676
H  3.5016  0.1170  -4.4769
H  2.4745  -1.2113  -5.0631
H  1.5011  -1.8430  -3.0689
H  2.1433  -0.5923  -2.1672
Br  3.3224  4.8906  -3.6776
C  1.8725  5.7432  -2.6632
C  2.0375  7.2526  -2.8776
Br  0.9685  8.2989  -1.5833
H  1.9250  5.3654  -1.6510
H  0.9404  5.4174  -3.1158
H  1.6779  7.5410  -3.8587
H  3.0840  7.5157  -2.7668
C  2.6997  -1.8692  0.8372
N  2.1809  -1.5455  2.1897
O  2.9283  -1.8022  3.1132
O  1.0388  -1.1221  2.2877
H  2.1296  -1.3797  0.0542
H  2.7100  -2.9314  0.5913
H  3.7442  -1.5798  0.9411
C  3.0072  -3.9615  4.0240
N  1.6997  -3.8592  3.3049
O  0.8184  -3.2035  3.8081
O  1.6140  -4.4124  2.2200
H  3.0487  -5.0035  4.3385
H  3.0257  -3.2241  4.8153
H  3.7653  -3.8260  3.2567
C  -1.8277  -5.5419  -3.6027
N  -1.4474  -4.4514  -2.6687
O  -1.4729  -3.3279  -3.0760
O  -1.2263  -4.7508  -1.5022
H  -1.7652  -5.1170  -4.5968
H  -2.8310  -5.8686  -3.3392
H  -1.1475  -6.3676  -3.4130
C  0.5412  0.6037  4.9297
N  0.3633  -0.6529  5.7180
O  -0.6771  -1.2996  5.4877
O  1.1972  -0.9643  6.5158
H  -0.0355  1.4567  5.2695
H  0.2941  0.4143  3.8860
H  1.6181  0.7569  4.9092
C  -2.0623  4.2493  -5.1492
N  -1.7338  5.6864  -5.3455
O  -1.7394  6.4486  -4.4031
O  -1.3938  6.0047  -6.4669
H  -1.1638  3.7485  -5.5084
H  -2.8497  3.9819  -5.8451
H  -2.1897  4.1086  -4.0824
C  1.2396  2.7388  1.8706
N  1.4684  1.9769  3.1003
O  0.6375  1.9661  3.9838
O  2.3964  1.1852  3.0211
H  2.1864  3.1126  1.4863
H  0.4738  3.5069  1.9360
H  0.9299  2.1057  1.0397

=====

2.
Here is a 2-piece molecular cluster, C4H11N2S overall from the OMol25 dataset. Energies are from ωB97M-V/def2-TZVPD.

Values from the calculation:
- Charge: +1
- HOMO energy: -13.41 eV
- HOMO-LUMO gap: 9.2 eV
- Spin multiplicity: 1

Atoms and positions in Å:
C  0.9661  0.5215  0.1526
C  -1.4307  -0.7263  1.1627
C  -1.5157  -0.1227  -1.3185
C  -1.3398  0.2429  0.0903
N  1.6528  -0.2112  -0.5921
N  1.3247  1.4899  1.0194
S  3.4568  -0.3683  -0.5116
H  -1.8768  -0.1942  2.0655
H  -2.1216  -1.4613  0.8494
H  -0.4705  -1.1425  1.5522
H  -1.2585  0.6562  -1.9654
H  -2.5980  -0.3908  -1.2414
H  -0.9958  -1.0839  -1.4845
H  -1.4259  1.2163  0.4575
H  1.2314  -0.8288  -1.3551
H  0.6631  1.9662  1.6034
H  2.3302  1.4787  1.1911
H  3.4081  -1.0418  -1.6756

=====

3.
Here is one molecule with the formula C18H23N3O3S from the OMol25 dataset. Energies are from ωB97M-V/def2-TZVPD.

Values from the calculation:
- Charge: 0
- HOMO energy: -8.46 eV
- HOMO-LUMO gap: 9.0 eV
- SMILES: Cc1ccc(S(=O)(=O)NC[C@@H](c2cccnc2)N2CCOCC2)cc1
- Spin multiplicity: 1

Atoms and positions in Å:
C  2.8482  2.5162  6.2381
C  2.0079  2.0826  5.0776
C  1.7183  2.9695  4.0442
C  0.9228  2.5795  2.9821
C  0.4139  1.2962  2.9562
C  0.6849  0.3985  3.9694
C  1.4816  0.7953  5.0290
H  1.6969  0.1014  5.8282
H  0.2568  -0.5901  3.9187
S  -0.5711  0.7889  1.5619
O  -1.3164  -0.3915  1.9137
O  -1.2784  1.9118  1.0243
N  0.6527  0.3883  0.4736
H  0.9450  -0.5618  0.6490
C  0.3416  0.6382  -0.9207
H  1.2462  0.4630  -1.5080
H  0.0718  1.6948  -0.9685
C  -0.8480  -0.1950  -1.4475
N  -0.5959  -1.6077  -1.6818
C  0.4200  -1.9414  -2.6570
H  0.3238  -1.2872  -3.5251
C  0.1918  -3.3948  -3.0844
O  0.2450  -4.2705  -1.9827
C  -0.7075  -3.9077  -1.0071
C  -0.4737  -2.4727  -0.5286
H  -1.2090  -2.1936  0.2269
H  0.5371  -2.4319  -0.0794
H  -0.5911  -4.6188  -0.1878
H  -1.7207  -3.9876  -1.4260
H  0.9697  -3.7258  -3.7749
H  -0.7909  -3.4676  -3.5735
H  1.4420  -1.8493  -2.2460
C  -1.4425  0.3630  -2.7206
C  -0.8022  1.2604  -3.5649
C  -1.4393  1.6679  -4.7282
C  -2.6936  1.1542  -5.0105
N  -3.3111  0.2904  -4.2212
C  -2.7022  -0.0880  -3.1153
H  -3.2397  -0.7958  -2.4988
H  -3.2313  1.4394  -5.9050
H  -0.9655  2.3672  -5.4000
H  0.1799  1.6433  -3.3309
H  -1.6229  -0.1461  -0.6713
H  0.6772  3.2523  2.1765
H  2.1189  3.9720  4.0760
H  3.3921  1.6752  6.6608
H  2.2105  2.9306  7.0192
H  3.5564  3.2851  5.9404

=====

4.
Here is C4H5O4 as an isolated structure from the OMol25 dataset. Energies are from ωB97M-V/def2-TZVPD.

Values from the calculation:
- Charge: -1
- HOMO energy: -4.32 eV
- HOMO-LUMO gap: 7.7 eV
- Spin multiplicity: 1

Atoms and positions in Å:
O  -0.5739  -2.1968  -0.4038
C  -0.0749  -1.3270  -1.2415
O  0.5239  -1.5422  -2.2648
C  -0.2579  0.1093  -0.7651
C  0.4629  0.4184  0.5474
C  -0.2288  1.5503  1.3986
O  0.5371  2.3408  1.9741
O  -1.4695  1.4151  1.4728
H  0.4538  -2.1153  -0.2285
H  -1.3282  0.2126  -0.5532
H  -0.0204  0.8540  -1.5215
H  1.4922  0.7595  0.4101
H  0.4838  -0.4787  1.1755

=====

5.
Here is one molecule with the formula C5H11NO2 from the OMol25 dataset. Energies are from ωB97M-V/def2-TZVPD.

Values from the calculation:
- Charge: 0
- HOMO energy: -9.77 eV
- HOMO-LUMO gap: 10.5 eV
- SMILES: CC(C)[C@@H](N)C(=O)O
- Spin multiplicity: 1

Atoms and positions in Å:
O  0.4952  1.9691  -1.7573
C  1.0253  1.2074  -0.9826
O  2.1108  1.7386  -0.3748
C  0.6541  -0.2121  -0.6745
C  -0.0706  -0.1195  0.7934
C  -1.4122  0.5598  0.7971
C  -0.1606  -1.5344  1.3568
N  -0.0290  -0.9123  -1.7745
H  2.5333  2.3522  -1.0902
H  1.5089  -0.9065  -0.4962
H  0.6323  0.4517  1.4608
H  -1.6388  1.3575  1.4917
H  -1.5566  1.0309  -0.1821
H  -2.1725  -0.2318  1.0802
H  -0.7390  -1.4057  2.2459
H  -0.9080  -2.1097  0.7325
H  0.9068  -1.8979  1.5184
H  -0.9513  -1.1590  -1.5229
H  -0.2281  -0.1783  -2.6215

=====

6.
Here is one molecule with the formula C5H11BOS2 from the OMol25 dataset. Energies are from ωB97M-V/def2-TZVPD.

Values from the calculation:
- Charge: 0
- HOMO energy: -8.77 eV
- HOMO-LUMO gap: 9.3 eV
- SMILES: CC(C)OB1SCCS1
- Spin multiplicity: 1

Atoms and positions in Å:
B  -0.7062  -0.5312  0.6238
C  -1.7172  0.5251  2.8814
C  -2.2342  -0.8996  2.8580
C  2.0562  -1.0135  -1.7319
C  0.5457  1.1232  -2.0067
C  0.9606  -0.1140  -1.1807
O  -0.1080  -0.8930  -0.5638
S  -0.3439  0.9045  1.6778
S  -1.9566  -1.6945  1.2423
H  -2.5528  1.1662  2.4883
H  -1.2685  0.7431  3.9984
H  -1.6273  -1.4759  3.6478
H  -3.2617  -0.8420  3.2101
H  1.8193  -1.3765  -2.8196
H  2.8977  -0.4624  -1.7571
H  2.2624  -1.9958  -1.2142
H  0.2073  0.8069  -2.9702
H  1.3784  1.6980  -2.1047
H  -0.1200  1.6361  -1.4895
H  1.6188  0.3904  -0.3543